(1)
{
  "formula": "C4H12N3",
  "method": "ωB97M-V/def2-TZVPD",
  "total_energy_ha": -323.05395,
  "s2": 0.767,
  "spin_multiplicity": 2,
  "charge": 2,
  "lumo_ev": [-9.9, -12.6],
  "relative_energy_ev": 4.456,
  "symbols": ["C", "C", "C", "C", "N", "N", "N", "H", "H", "H", "H", "H", "H", "H", "H", "H", "H", "H", "H"],
  "xyz": [[-0.88, -1.16, -0.84], [-0.95, 0.41, -0.49], [0.25, 0.87, 0.24], [0.46, 0.94, 1.54], [1.53, 0.37, 2.38], [1.54, 1.14, -0.56], [-2.19, -1.71, -1.46], [-0.04, -1.46, -1.39], [-0.85, -1.59, 0.14], [-1.12, 0.76, -1.47], [-1.83, 0.66, 0.18], [-0.36, 1.24, 2.16], [2.19, -0.42, 2.23], [1.08, 0.18, 3.30], [1.32, 1.83, -1.30], [2.24, 1.33, 0.24], [1.94, 0.21, -0.83], [-1.89, -2.58, -1.93], [-2.43, -1.01, -2.14]]
}

(2)
{
  "formula": "C25H28F5O3Ru",
  "method": "ωB97M-V/def2-TZVPD",
  "total_energy_ha": -1788.95809,
  "s2": 8.814,
  "spin_multiplicity": 6,
  "charge": 0,
  "lumo_ev": [-0.1, -3.1],
  "relative_energy_ev": 0.491,
  "symbols": ["O", "C", "C", "H", "H", "C", "H", "H", "C", "H", "H", "H", "C", "H", "H", "H", "Ru", "C", "C", "C", "H", "C", "C", "H", "H", "H", "H", "C", "C", "C", "H", "C", "C", "H", "H", "H", "H", "O", "C", "C", "H", "H", "C", "H", "H", "C", "H", "H", "H", "H", "F", "C", "C", "F", "C", "F", "C", "O", "C", "F", "C", "F"],
  "xyz": [[-1.73, 3.28, -5.71], [-0.77, 3.19, -6.78], [-1.41, 4.18, -7.71], [-0.80, 2.19, -7.23], [0.22, 3.53, -6.47], [-2.48, 4.19, -6.58], [-1.73, 3.78, -8.68], [-0.84, 5.12, -7.81], [-3.82, 3.59, -7.01], [-3.70, 2.59, -7.44], [-4.29, 4.28, -7.73], [-4.47, 3.54, -6.12], [-2.57, 5.56, -5.95], [-1.55, 5.87, -5.64], [-3.21, 5.48, -5.06], [-3.00, 6.26, -6.68], [-0.50, 0.82, 0.34], [0.75, 1.60, 1.85], [1.66, 0.81, 1.05], [1.69, 1.35, -0.28], [2.20, -0.06, 1.40], [0.80, 2.48, -0.32], [0.18, 2.63, 0.99], [-0.54, 3.38, 1.30], [0.57, 1.51, 2.91], [2.24, 0.93, -1.11], [0.62, 3.12, -1.17], [-1.77, -0.55, 1.43], [-2.33, 0.78, 1.27], [-2.59, 0.97, -0.15], [-2.59, 1.48, 2.06], [-2.18, -0.23, -0.83], [-1.66, -1.14, 0.13], [-1.22, -2.11, -0.07], [-1.47, -0.99, 2.38], [-3.06, 1.86, -0.58], [-2.23, -0.42, -1.90], [-0.85, 0.37, -4.63], [-0.93, 1.52, -3.79], [0.42, 2.25, -3.94], [-0.96, 1.19, -2.71], [-1.81, 2.15, -3.91], [1.09, 1.44, -5.08], [1.00, 2.05, -3.00], [0.39, 3.31, -4.15], [0.61, 0.07, -4.68], [2.15, 1.71, -5.26], [0.55, 1.67, -5.98], [1.01, -0.18, -3.68], [0.79, -0.74, -5.36], [2.69, -6.51, 2.89], [2.30, -5.42, 2.21], [2.33, -5.37, 0.81], [2.77, -6.45, 0.13], [1.94, -4.24, 0.13], [2.01, -4.21, -1.21], [1.49, -3.06, 0.81], [1.12, -2.01, 0.23], [1.49, -3.16, 2.25], [1.09, -2.08, 2.95], [1.87, -4.30, 2.93], [1.84, -4.34, 4.28]]
}

(3)
{
  "formula": "C3H4KLiO3",
  "method": "ωB97M-V/def2-TZVPD",
  "total_energy_ha": -949.82448,
  "charge": 0,
  "lumo_ev": -0.5,
  "relative_energy_ev": 0.676,
  "symbols": ["H", "O", "O", "C", "C", "H", "K", "Li", "O", "C", "H", "H"],
  "xyz": [[-1.19, 2.56, -2.88], [-1.77, 0.80, -2.09], [0.03, -2.49, 0.52], [-1.12, 1.82, -2.06], [0.94, -1.89, 1.13], [-0.66, 2.18, -1.12], [-1.93, -1.59, -0.77], [2.63, -1.28, 2.40], [1.83, 0.26, 1.88], [0.79, -0.32, 1.20], [-0.24, -0.17, 1.63], [0.70, 0.11, 0.16]]
}

(4)
{
  "formula": "C28H48F6NdOP2",
  "method": "ωB97M-V/def2-TZVPD",
  "total_energy_ha": -3014.00610,
  "s2": 3.757,
  "spin_multiplicity": 4,
  "charge": 1,
  "lumo_ev": [-4.3, -4.2],
  "symbols": ["Nd", "C", "C", "C", "C", "C", "C", "H", "H", "H", "C", "H", "H", "H", "C", "H", "H", "H", "C", "H", "H", "H", "C", "H", "H", "H", "C", "C", "C", "C", "C", "C", "C", "C", "H", "H", "H", "H", "H", "H", "H", "H", "H", "H", "H", "H", "P", "C", "H", "H", "H", "C", "H", "H", "H", "C", "H", "H", "H", "P", "C", "H", "H", "H", "C", "H", "H", "H", "C", "H", "H", "H", "C", "C", "O", "C", "F", "F", "F", "C", "F", "F", "F", "H", "H", "H"],
  "xyz": [[-0.27, -0.59, -0.56], [-2.61, 1.63, 0.46], [-3.00, 0.80, -0.64], [-2.92, -0.51, 1.27], [-2.68, 0.84, 1.64], [-3.11, -0.54, -0.14], [-2.39, 3.09, 0.41], [-2.11, 3.42, -0.60], [-1.57, 3.41, 1.07], [-3.29, 3.66, 0.69], [-2.73, 1.38, 3.02], [-2.45, 2.43, 3.04], [-2.06, 0.84, 3.70], [-3.74, 1.32, 3.45], [-3.12, -1.66, 2.18], [-4.16, -2.04, 2.13], [-2.91, -1.38, 3.22], [-2.47, -2.50, 1.90], [-3.57, -1.71, -0.93], [-4.48, -1.48, -1.49], [-3.78, -2.58, -0.28], [-2.84, -2.09, -1.66], [-3.67, 1.34, -1.85], [-4.66, 1.75, -1.56], [-3.82, 0.57, -2.61], [-3.10, 2.17, -2.29], [1.72, 0.60, -1.46], [0.65, 1.44, -1.68], [0.12, 1.81, -3.04], [-0.91, 0.81, -3.66], [-0.96, -0.57, -3.06], [0.15, -1.39, -2.96], [1.52, -0.97, -3.48], [2.44, -0.25, -2.48], [0.90, 2.00, -3.80], [-0.67, 0.71, -4.74], [-0.41, 2.77, -2.94], [3.18, 0.34, -3.06], [2.21, 0.64, -0.46], [0.31, 2.09, -0.85], [3.06, -0.99, -1.94], [2.03, -1.88, -3.82], [0.00, -2.47, -2.79], [1.42, -0.36, -4.40], [-1.91, 1.26, -3.63], [-1.96, -1.03, -3.06], [2.04, 3.41, 0.35], [1.77, 4.52, 1.76], [2.62, 5.20, 1.89], [1.59, 3.94, 2.67], [0.87, 5.12, 1.55], [3.53, 2.44, 0.72], [4.17, 2.97, 1.42], [4.09, 2.25, -0.21], [3.26, 1.47, 1.16], [2.68, 4.46, -0.99], [2.95, 3.81, -1.84], [3.57, 4.98, -0.63], [1.91, 5.17, -1.29], [0.52, -3.68, -0.52], [-0.58, -4.91, -1.29], [0.00, -5.60, -1.92], [-1.30, -4.39, -1.93], [-1.12, -5.48, -0.53], [2.12, -3.92, -1.38], [2.05, -3.55, -2.41], [2.38, -4.98, -1.41], [2.91, -3.36, -0.87], [0.88, -4.42, 1.11], [1.38, -5.39, 1.03], [-0.04, -4.53, 1.70], [1.56, -3.75, 1.65], [0.11, -1.31, 3.39], [1.19, -0.55, 2.66], [0.91, -0.34, 1.31], [1.33, 0.80, 3.43], [1.21, 0.68, 4.78], [2.48, 1.48, 3.19], [0.31, 1.64, 3.03], [2.60, -1.26, 2.83], [3.38, -0.79, 3.84], [2.45, -2.61, 3.07], [3.33, -1.17, 1.69], [-0.74, -0.64, 3.52], [0.45, -1.62, 4.38], [-0.19, -2.19, 2.80]]
}

(5)
{
  "formula": "C31H30F4N4PTl",
  "method": "ωB97M-V/def2-TZVPD",
  "total_energy_ha": -2330.95999,
  "charge": 2,
  "lumo_ev": [-8.1, -9.3],
  "relative_energy_ev": 0.281,
  "symbols": ["Tl", "C", "N", "C", "C", "C", "N", "C", "C", "F", "C", "F", "C", "C", "F", "C", "F", "H", "H", "H", "H", "H", "H", "H", "H", "H", "H", "H", "N", "C", "C", "N", "C", "H", "H", "H", "H", "C", "C", "C", "C", "C", "C", "P", "C", "C", "C", "C", "C", "C", "C", "C", "C", "C", "C", "C", "H", "H", "H", "H", "H", "H", "H", "H", "H", "H", "H", "H", "H", "H", "H"],
  "xyz": [[2.27, -16.55, 6.69], [0.55, -17.49, 9.29], [0.14, -16.83, 8.06], [-0.92, -17.63, 7.39], [-0.25, -15.44, 8.34], [-0.36, -14.66, 6.99], [0.87, -14.63, 6.25], [1.11, -13.63, 5.38], [2.11, -13.84, 4.33], [2.65, -15.12, 4.20], [2.49, -12.89, 3.42], [3.47, -13.14, 2.53], [1.90, -11.61, 3.41], [0.93, -11.35, 4.37], [0.29, -10.17, 4.35], [0.60, -12.27, 5.34], [-0.35, -11.93, 6.27], [-0.22, -17.35, 10.07], [1.47, -17.05, 9.69], [0.63, -18.56, 9.10], [-1.87, -17.56, 7.94], [-0.70, -18.70, 7.28], [-1.05, -17.23, 6.41], [0.50, -14.91, 8.98], [-1.23, -15.38, 8.85], [-0.70, -13.66, 7.30], [-1.13, -15.13, 6.37], [2.35, -10.83, 2.79], [1.98, -20.25, 2.66], [2.48, -21.09, 3.67], [2.26, -20.40, 4.84], [1.68, -19.17, 4.58], [1.52, -19.14, 3.27], [1.96, -20.43, 1.67], [2.86, -22.08, 3.38], [2.42, -20.73, 5.87], [1.14, -18.27, 2.75], [7.46, -14.34, 11.56], [8.12, -14.50, 10.35], [7.40, -14.84, 9.20], [6.01, -14.97, 9.28], [5.39, -14.85, 10.50], [6.07, -14.49, 11.64], [4.84, -15.24, 7.87], [5.09, -13.61, 6.98], [4.40, -12.51, 7.51], [4.56, -11.23, 7.04], [5.51, -10.99, 6.01], [6.22, -12.06, 5.49], [6.05, -13.37, 6.01], [5.83, -16.37, 6.87], [6.63, -17.30, 7.53], [7.51, -18.10, 6.80], [7.47, -18.09, 5.38], [6.55, -17.26, 4.73], [5.76, -16.39, 5.49], [8.02, -14.11, 12.48], [9.20, -14.35, 10.27], [7.93, -15.03, 8.26], [4.30, -15.00, 10.54], [5.52, -14.41, 12.53], [3.69, -12.69, 8.36], [3.98, -10.40, 7.43], [5.72, -10.01, 5.63], [6.93, -11.89, 4.65], [6.70, -14.16, 5.63], [6.55, -17.35, 8.62], [8.17, -18.79, 7.31], [8.10, -18.72, 4.79], [6.42, -17.32, 3.67], [5.03, -15.77, 4.92]]
}

(6)
{
  "formula": "C42H63N4O28P",
  "method": "ωB97M-V/def2-TZVPD",
  "smiles": "N#C[C@@H](CCC(=O)O)[C@@](C#N)(CCC(N)=O)P(N)O.C[C@@H]1COC(=O)O1.C[C@@H]1COC(=O)O1.C[C@@H]1COC(=O)O1.C[C@@H]1COC(=O)O1.C[C@@H]1COC(=O)O1.C[C@@H]1COC(=O)O1.C[C@@H]1COC(=O)O1.C[C@@H]1COC(=O)O1",
  "total_energy_ha": -4305.15053,
  "charge": 0,
  "lumo_ev": 0.2,
  "symbols": ["N", "C", "C", "C", "C", "C", "O", "O", "C", "C", "N", "C", "C", "C", "N", "O", "P", "N", "O", "H", "H", "H", "H", "H", "H", "H", "H", "H", "H", "H", "H", "H", "H", "H", "C", "C", "C", "O", "C", "O", "O", "H", "H", "H", "H", "H", "H", "C", "C", "C", "O", "C", "O", "O", "H", "H", "H", "H", "H", "H", "C", "C", "C", "O", "C", "O", "O", "H", "H", "H", "H", "H", "H", "C", "C", "C", "O", "C", "O", "O", "H", "H", "H", "H", "H", "H", "C", "C", "C", "O", "C", "O", "O", "H", "H", "H", "H", "H", "H", "C", "C", "C", "O", "C", "O", "O", "H", "H", "H", "H", "H", "H", "C", "C", "C", "O", "C", "O", "O", "H", "H", "H", "H", "H", "H", "C", "C", "C", "O", "C", "O", "O", "H", "H", "H", "H", "H", "H"],
  "xyz": [[1.63, 0.30, 3.07], [1.33, -0.64, 2.24], [0.93, -1.78, 1.11], [1.78, -3.17, 1.25], [3.38, -2.99, 1.54], [4.17, -1.98, 0.52], [3.84, -0.72, 0.23], [5.41, -2.51, -0.13], [-0.72, -1.97, 1.23], [-1.06, -1.68, 2.85], [-1.62, -1.40, 3.99], [-1.42, -0.90, 0.22], [-2.74, -0.12, 0.84], [-2.22, 1.32, 1.42], [-2.09, 1.71, 2.88], [-1.82, 2.25, 0.52], [-1.27, -3.80, 0.93], [-1.69, -4.09, -0.78], [-2.72, -4.06, 1.93], [1.19, -1.33, 0.03], [1.33, -3.75, 2.19], [1.61, -3.86, 0.31], [3.88, -4.07, 1.43], [3.58, -2.68, 2.67], [6.11, -1.82, 0.14], [-1.71, -1.33, -0.84], [-0.62, -0.04, 0.00], [-3.47, 0.11, -0.08], [-3.37, -0.77, 1.59], [-1.31, 1.23, 3.37], [-3.00, 1.63, 3.40], [-2.23, -5.00, -0.77], [-2.40, -3.38, -1.13], [-3.48, -3.66, 1.42], [2.11, 4.72, -2.57], [1.36, 3.48, -2.12], [2.19, 2.53, -1.31], [1.54, 1.29, -1.54], [0.95, 1.39, -2.77], [0.46, 0.45, -3.38], [0.98, 2.68, -3.22], [3.02, 4.45, -3.11], [1.50, 5.30, -3.27], [2.37, 5.35, -1.72], [0.44, 3.77, -1.58], [2.20, 2.78, -0.25], [3.23, 2.45, -1.67], [-8.03, -5.71, 2.95], [-7.14, -6.37, 1.91], [-5.93, -7.04, 2.49], [-5.03, -7.01, 1.40], [-5.37, -5.93, 0.64], [-4.69, -5.49, -0.27], [-6.57, -5.41, 1.04], [-7.45, -5.01, 3.57], [-8.81, -5.13, 2.46], [-8.49, -6.45, 3.60], [-7.73, -7.07, 1.31], [-6.13, -8.06, 2.82], [-5.48, -6.48, 3.32], [-5.71, -1.86, 6.69], [-5.68, -2.19, 5.21], [-4.85, -1.24, 4.40], [-5.44, -1.34, 3.12], [-6.74, -1.69, 3.32], [-7.60, -1.68, 2.46], [-6.96, -2.04, 4.63], [-6.03, -0.82, 6.86], [-6.44, -2.50, 7.20], [-4.73, -2.00, 7.15], [-5.36, -3.23, 5.06], [-3.79, -1.52, 4.37], [-4.93, -0.19, 4.73], [6.60, 2.93, -0.25], [6.80, 4.12, -1.17], [7.20, 5.37, -0.45], [6.74, 6.38, -1.33], [5.68, 5.85, -2.00], [4.91, 6.49, -2.69], [5.58, 4.50, -1.78], [5.89, 3.16, 0.55], [6.17, 2.09, -0.81], [7.55, 2.61, 0.20], [7.51, 3.86, -1.97], [8.29, 5.44, -0.31], [6.70, 5.50, 0.52], [-2.08, 1.99, -3.57], [-3.22, 2.79, -4.16], [-3.44, 2.54, -5.62], [-4.05, 3.75, -6.05], [-3.59, 4.72, -5.21], [-3.75, 5.92, -5.40], [-2.93, 4.18, -4.14], [-1.16, 2.14, -4.14], [-1.88, 2.32, -2.55], [-2.32, 0.92, -3.56], [-4.14, 2.64, -3.58], [-4.10, 1.69, -5.81], [-2.51, 2.40, -6.19], [-4.71, 6.49, -2.14], [-4.13, 6.25, -0.76], [-4.94, 6.86, 0.35], [-3.97, 7.05, 1.36], [-2.77, 7.22, 0.72], [-1.75, 7.60, 1.25], [-2.88, 6.91, -0.61], [-4.88, 7.56, -2.32], [-4.01, 6.15, -2.91], [-5.66, 5.96, -2.26], [-3.97, 5.18, -0.60], [-5.74, 6.20, 0.70], [-5.37, 7.83, 0.09], [2.93, -2.66, -5.07], [2.16, -3.78, -4.39], [0.67, -3.62, -4.47], [0.23, -4.34, -3.34], [1.24, -4.28, -2.43], [1.15, -4.63, -1.26], [2.38, -3.78, -2.99], [2.62, -1.68, -4.69], [4.00, -2.76, -4.86], [2.78, -2.68, -6.15], [2.48, -4.75, -4.79], [0.25, -4.03, -5.39], [0.34, -2.58, -4.37], [9.60, -3.11, 2.88], [9.80, -1.92, 1.96], [10.20, -0.67, 2.68], [9.74, 0.34, 1.81], [8.68, -0.19, 1.14], [7.91, 0.45, 0.44], [8.58, -1.54, 1.35], [8.89, -2.88, 3.69], [9.17, -3.95, 2.33], [10.55, -3.43, 3.33], [10.51, -2.18, 1.17], [11.29, -0.60, 2.83], [9.70, -0.54, 3.65]]
}

(7)
{
  "formula": "BH26O11",
  "method": "ωB97M-V/def2-TZVPD",
  "total_energy_ha": -867.88420,
  "charge": -1,
  "lumo_ev": 2.5,
  "relative_energy_ev": 6.713,
  "symbols": ["B", "H", "H", "H", "H", "O", "H", "H", "O", "H", "H", "O", "H", "H", "O", "H", "H", "O", "H", "H", "O", "H", "H", "O", "H", "H", "O", "H", "H", "O", "H", "H", "O", "H", "H", "O", "H", "H"],
  "xyz": [[0.28, 0.51, 0.10], [-0.55, 0.53, -0.83], [1.32, 0.44, -0.65], [-0.02, 1.64, 0.75], [0.12, -0.53, 0.85], [0.77, -1.87, -1.63], [0.66, -0.93, -1.43], [1.17, -2.02, -2.52], [-1.92, -2.27, -1.03], [-0.97, -2.12, -1.06], [-1.71, -2.89, -0.23], [3.06, 1.67, 1.46], [2.97, 0.98, 2.14], [2.42, 1.31, 0.99], [0.25, -1.46, 3.31], [0.10, -1.03, 4.12], [0.28, -0.71, 2.60], [1.58, -3.64, 0.57], [1.21, -4.36, 0.93], [1.05, -3.08, 0.20], [-1.62, 4.18, 0.32], [-0.95, 3.47, 0.35], [-2.55, 3.91, 0.32], [3.96, -0.66, 0.20], [3.86, -0.91, -0.83], [3.51, -1.07, 0.89], [-2.39, 1.85, -2.27], [-3.16, 1.32, -2.26], [-1.62, 1.40, -1.98], [1.47, 2.34, -2.96], [1.17, 2.11, -3.87], [1.60, 1.63, -2.38], [-3.18, 1.01, 0.64], [-3.08, 0.01, 1.00], [-2.31, 1.24, 0.42], [-2.49, -0.65, 1.59], [-1.53, -0.27, 1.43], [-2.76, -1.09, 0.73]]
}